[1]
Here is 2 unconnected molecules or ions with the total composition C2H3OP from the OMol25 dataset. Energies are from wB97M-V/def2-TZVPD.

Each line ends with the Mulliken charge.
Element x y z (Å)
C -1.76902 -0.08514 0.57239  0.003
C 1.33078 -0.03739 -0.35509  0.272
O 2.23460 0.06734 -1.13781  -0.406
P -2.18615 0.90969 -0.50135  -0.312
H -1.33777 -0.83804 1.21432  0.401
H 0.21618 0.06209 -0.61811  -0.139
H 1.51136 -0.07854 0.82565  0.181

total charge	0
SMILES	C#P.C=O
orbital gap	9.759	eV
multiplicity	1
relative energy (zero: lowest compared OMol25 entry of this formula, charge and spin)	209.97	kJ/mol
molar mass	74.0	g mol⁻¹
highest occupied orbital energy	-9.7	eV

---

[2]
Here is a molecular structure, C2H3OPS from the OMol25 dataset. Energies are from wB97M-V/def2-TZVPD.

Each line ends with the Mulliken charge.
Element x y z (Å)
C 1.81276 0.03388 0.40725  -0.252
C -1.16836 0.67790 -0.29050  -0.382
O -0.53632 -1.78645 -0.26921  -0.478
P 1.63390 -1.49099 0.29440  -0.245
S -1.49477 -0.82198 0.26347  0.371
H -1.94763 1.31104 -0.10107  0.326
H -0.11906 0.99957 -0.63235  0.195
H 1.81949 1.07703 0.32800  0.465

total charge	0
orbital gap (spin up / spin down)	8.084 / 8.085	eV
multiplicity	1
relative energy (zero: lowest compared OMol25 entry of this formula, charge and spin)	338.64	kJ/mol
molar mass	106.1	g mol⁻¹
highest occupied orbital energy (spin up / spin down)	-8.9 / -8.9	eV

---

Number 1: energy -494.4835 Eh. Number 2: energy -892.6346 Eh.